ORCA calculation (ωB97M-V with the def2-TZVPD basis set) on a structure of composition C29H25LaN4O5S.

Geometry as ORCA input:
```
! RIJCOSX wB97M-V def2-TZVPD def2/J DEFGRID3
* xyz 0 1
La -0.11379 0.26033 1.64464
N -0.51896 -3.75615 4.32226
C -0.34954 -2.84993 3.38741
S 0.52780 -1.42737 3.97759
N -0.90561 -3.20362 2.24480
N -0.74010 -2.30283 1.25693
C -0.95450 -2.70451 0.03662
C -1.38610 -4.08628 -0.18097
C -2.70416 -4.31175 -0.62405
C -3.14099 -5.55437 -1.01502
C -2.24918 -6.61003 -0.98237
C -0.94993 -6.39598 -0.56619
C -0.51653 -5.14766 -0.20571
C -0.65431 -1.82065 -1.07548
C -0.23192 -2.32572 -2.30936
C -0.00119 -1.46314 -3.36607
C 0.02646 -0.07502 -3.08602
C -0.35209 0.33916 -1.84357
N -0.71512 -0.52097 -0.84173
H -0.00818 -3.80452 5.16354
H -1.02526 -4.53809 4.01874
H -3.40384 -3.50053 -0.87960
H -4.09788 -5.58273 -1.49240
H -2.56719 -7.64367 -1.25100
H -0.23548 -7.21036 -0.54107
H 0.50285 -4.99353 0.08417
H -0.19743 -3.41488 -2.45787
H 0.32660 -1.86491 -4.33591
H 0.22571 0.60212 -3.91352
H -0.19910 1.43988 -1.60311
C -4.29213 4.54710 -1.74392
O -3.61791 5.49333 -0.93173
C -2.71425 4.98952 -0.02764
C -1.87888 5.89765 0.69132
C -1.01174 5.45416 1.61861
C -0.83608 4.05546 1.82907
C 0.08753 3.57484 2.80876
C 0.78174 4.56583 3.63068
O 0.39713 2.41664 3.01482
C -1.69557 3.14277 1.13538
O -1.69270 1.86515 1.28805
C -2.60692 3.65119 0.18960
H -4.87139 5.08000 -2.57775
H -4.97021 3.94135 -1.11479
H -3.56517 3.90035 -2.26014
H -1.97525 6.96488 0.42799
H -0.49073 6.19415 2.21635
H 1.32192 5.30440 2.94998
H 1.54513 4.10393 4.29908
H 0.02905 5.06192 4.22216
H -3.13311 2.86455 -0.38507
O 1.79470 1.35668 0.18461
C 2.26893 0.18173 -0.02409
O 1.71202 -0.86475 0.36137
C 3.56034 0.08013 -0.76254
C 4.40501 -1.03355 -0.64274
C 5.72262 -1.04955 -1.12273
C 6.16018 0.01947 -1.84495
C 5.34705 1.16237 -2.00899
C 4.07386 1.21888 -1.41215
H 4.05678 -1.95834 -0.14465
H 6.36650 -1.92839 -0.99257
H 7.17751 0.04767 -2.28281
H 5.66345 1.98263 -2.61021
H 3.48954 2.18360 -1.54404
*
```

The highest occupied orbital energy comes out at -0.292 Ha. As for the gap between HOMO and LUMO: 7.68 eV.